This record from the Open Molecules 2025 dataset describes a cluster of 2 separate species, C18H27BrN3O2P in total at a distorted geometry. The level of theory is ωB97M-V with the def2-TZVPD basis set.

Last column: Mulliken charge in e.
Element x y z (Å)
H: -3.48 -2.33 -2.31  0.358
H: 2.38 -3.68 -2.61  0.440
H: 2.87 -1.42 0.39  0.377
C: -0.55 2.75 2.19  -0.719
H: -3.82 -0.01 1.30  0.311
C: 2.16 -0.96 -2.24  -1.884
C: -1.53 -2.19 0.52  -0.375
H: -4.76 0.45 -1.58  0.454
C: 2.76 -2.31 -0.23  -1.639
N: -2.03 -1.17 -0.32  0.348
C: -3.70 0.27 -1.44  -1.747
H: -5.07 -2.11 -1.58  0.439
H: -2.15 -2.71 1.23  0.363
H: 1.78 1.68 2.95  0.281
C: 2.59 3.96 0.61  -0.526
C: 1.78 3.19 1.44  1.049
Br: 6.42 2.72 1.54  -0.175
H: -4.17 -1.74 1.33  0.367
H: 4.24 1.45 3.00  0.437
C: -0.21 -2.46 0.34  -0.352
H: 3.13 -1.21 -2.67  0.452
H: 4.60 4.42 0.00  0.428
C: 0.33 3.35 1.39  -0.126
C: 4.55 2.92 1.50  0.038
N: -1.97 3.01 2.07  0.913
H: 1.13 -4.18 -1.47  0.343
C: 1.46 -3.37 -2.11  -1.631
H: 2.14 4.67 -0.06  0.383
C: 1.69 -2.08 -1.31  1.418
H: 2.26 -0.02 -1.69  0.421
H: 0.71 -3.21 -2.88  0.360
C: 3.97 3.82 0.64  -0.487
H: 0.31 -3.23 0.90  0.358
N: 0.41 -1.68 -0.65  0.194
O: -2.65 3.03 3.11  -0.557
C: -4.23 -0.84 0.73  -1.558
H: -5.29 -0.63 0.55  0.452
C: 3.76 2.15 2.33  -0.734
H: -3.27 1.14 -0.94  0.327
H: 3.72 -2.54 -0.69  0.452
H: 1.46 -0.81 -3.06  0.471
C: -4.00 -2.22 -1.36  -1.671
H: -3.87 -3.13 -0.79  0.345
C: 2.39 2.29 2.30  -0.397
H: -0.06 4.03 0.65  0.350
C: -3.48 -0.99 -0.60  1.336
H: -0.48 0.35 -0.77  -0.073
H: -3.23 0.17 -2.42  0.468
H: -0.23 2.09 2.96  0.364
P: -0.82 -0.78 -1.53  -0.272
H: 2.49 -3.15 0.42  0.361
O: -2.45 3.22 0.95  -0.533

Its structure (SMILES) is O=[N+]([O-])/C=C/c1ccc(Br)cc1.CC(C)(C)N1C=CN(C(C)(C)C)P1. The value obtained for the strongest force on any atom is 0.0349 Eh/bohr. The orbital gap is 5.42 eV. The total energy comes out at -106996.8128 eV. The HOMO energy comes out at -6.29 eV.

=====

This record from the Open Molecules 2025 dataset describes a structure of composition C18H27CuO8PS at a distorted geometry. The level of theory is ωB97M-V with the def2-TZVPD basis set.

Last column: Mulliken charge in e.
Element x y z (Å)
H: 0.84 -0.19 1.27  0.656
H: -2.41 -0.28 -0.82  0.619
H: -0.81 -2.52 -1.17  0.801
P: 0.37 -1.61 -3.05  -0.199
C: -4.46 -1.70 -0.70  -0.818
H: 3.22 0.35 1.49  0.731
C: 1.72 4.10 3.98  -0.451
O: 1.85 0.95 -1.69  0.167
H: 1.95 3.66 0.62  0.133
C: 2.68 -1.14 -0.90  -1.663
S: 0.55 1.71 -2.21  1.059
C: -5.66 -1.56 1.33  -0.763
H: 1.47 5.43 2.28  0.426
C: -0.68 -1.62 -0.59  -1.821
Cu: 3.81 2.20 -1.21  0.325
O: -0.48 0.62 -1.72  -0.255
C: 2.32 1.83 3.46  -0.393
H: -1.52 -2.00 -4.43  0.413
H: 3.58 -0.54 -0.83  0.237
C: -1.17 -1.14 -3.88  -0.838
H: -4.25 -1.10 -1.58  0.374
C: 2.29 2.16 2.11  -0.079
C: 2.85 -2.23 0.14  0.379
C: 2.55 1.09 1.08  1.281
H: -2.82 -3.02 -0.74  0.419
H: -1.96 -0.70 0.86  0.334
H: 2.69 -1.64 -1.85  0.326
H: -4.98 -1.36 2.16  0.263
C: 0.18 -0.65 -1.39  2.553
H: -3.24 -2.54 0.89  0.487
O: 3.69 -3.04 -0.02  -0.493
C: -2.05 -1.06 -0.16  -0.874
O: 0.54 1.82 -3.61  -0.596
H: 2.03 2.55 5.45  0.415
H: -1.00 -0.33 -4.59  0.344
C: 1.26 0.50 0.55  -0.920
C: -3.13 -2.17 -0.13  -0.553
H: -6.64 -1.19 1.61  0.267
H: 2.53 -2.02 2.03  0.361
H: 2.99 1.53 0.16  -1.199
H: 1.49 4.86 4.71  0.396
H: 2.18 -1.57 -4.19  0.378
O: 0.39 2.92 -1.47  -0.625
H: 2.55 0.82 3.75  0.397
H: -5.03 -2.56 -1.06  0.424
C: 1.50 -0.19 -0.80  -0.307
H: -1.94 -0.87 -3.16  0.128
H: -5.69 -2.64 1.18  0.370
H: 0.56 1.33 0.47  0.981
C: 1.70 4.44 2.63  -0.803
H: -0.16 -1.93 0.31  0.364
O: -5.21 -0.89 0.16  -0.404
C: 2.03 2.82 4.40  -0.693
O: 2.04 -2.25 1.24  -0.477
O: 1.56 -0.88 -3.94  -0.472
C: 1.98 3.45 1.68  -0.113

Its net charge is +1. The value obtained for the strongest force on any atom is 0.0468 Eh/bohr. The orbital gap is 5.80 eV. The total energy comes out at -100238.3297 eV. The HOMO energy comes out at -11.59 eV.

=====

This record from the Open Molecules 2025 dataset describes a structure of composition C18H27N4O2P2S4W. The level of theory is ωB97M-V with the def2-TZVPD basis set.

Last column: Mulliken charge in e.
Element x y z (Å)
C: 0.20 -3.17 -0.08  0.196
H: 1.88 4.01 3.13  0.324
H: 1.00 -3.82 -1.83  0.279
H: -1.70 1.58 -2.86  0.446
C: -0.99 -1.69 2.97  -0.088
S: -1.82 -0.34 4.98  -0.030
C: -2.51 1.30 -2.18  -1.205
O: 2.30 2.33 1.96  -0.245
C: -1.25 -1.82 4.28  -0.227
C: 3.80 3.42 -0.90  -0.053
H: -1.99 2.19 2.44  0.065
C: 2.76 3.68 2.59  -0.191
H: 3.58 4.48 -0.83  0.332
H: -3.18 -2.98 -1.36  0.411
N: -1.99 1.73 3.33  -0.219
C: -1.21 -1.36 -3.65  -0.575
C: -0.55 -2.67 2.00  -0.024
H: -0.56 -2.22 -5.51  0.482
N: 0.62 -3.03 -1.33  -0.131
C: -1.11 -2.38 -4.59  -0.712
H: 4.48 1.91 -2.28  0.339
H: -1.69 -4.38 -5.11  0.483
H: -2.37 2.25 4.11  0.283
C: -0.32 -3.98 2.16  -0.493
H: -0.75 -0.41 -3.86  0.354
H: -3.53 0.28 0.59  0.359
H: -3.41 1.12 -2.78  0.466
H: -3.33 -1.49 0.41  0.467
C: -1.95 -1.58 -2.48  0.686
S: 0.28 -4.70 0.71  -0.040
C: 4.23 2.97 -2.26  -1.254
H: 4.25 4.33 3.91  0.412
N: -1.20 -0.36 2.47  -0.011
N: -0.30 -2.17 0.69  0.376
H: -3.00 -4.75 -3.05  0.479
S: -0.32 2.23 0.41  -0.295
W: -0.50 -0.06 0.60  1.210
H: -2.70 2.10 -1.47  0.447
H: 4.43 3.08 -0.09  0.333
H: -0.44 -4.58 3.05  0.475
H: 3.48 3.21 -3.01  0.358
C: -2.58 -2.81 -2.25  -0.252
H: 0.53 -2.17 -1.85  0.092
C: -1.75 -3.60 -4.36  -0.587
S: 1.78 -0.05 0.37  -0.257
H: -1.18 -2.71 4.89  0.453
C: -3.44 -0.55 -0.12  -1.333
H: 4.79 3.02 2.87  0.323
P: 1.79 2.04 0.56  0.684
C: 3.94 3.39 3.45  -1.142
H: 5.13 3.53 -2.51  0.395
H: 2.97 4.34 1.75  0.356
P: -2.13 -0.24 -1.33  0.707
H: 3.70 2.69 4.25  0.330
H: -4.39 -0.57 -0.67  0.514
C: -2.48 -3.81 -3.20  -0.858
C: -1.67 0.45 3.47  0.478
O: 2.39 2.79 -0.60  -0.174

Its net charge is +4. The energy above the lowest of the compared OMol25 structures with the same formula, charge and spin is 6.6 kcal/mol. The value obtained for the strongest force on any atom is 0.0070 Eh/bohr. The orbital gap (alpha / beta) is 4.85 / 5.16 eV. The spin multiplicity is 2. As for the expectation value of S²: 0.77. The total energy comes out at -92866.7437 eV. The HOMO energy (alpha / beta) comes out at -19.59 / -19.55 eV.

=====

This record from the Open Molecules 2025 dataset describes the molecule C18H27NO2 at a distorted geometry. The level of theory is ωB97M-V with the def2-TZVPD basis set.

Last column: Mulliken charge in e.
Element x y z (Å)
N: -1.13 -2.86 -0.44  -0.599
C: -1.41 2.59 0.97  2.094
H: -0.47 -2.07 -0.39  0.247
H: 0.53 -6.55 -0.35  0.343
H: -3.35 4.69 1.71  0.223
H: -1.98 -2.49 -0.75  0.233
C: -0.59 -4.04 -1.10  -0.716
C: 3.22 -2.04 0.37  -0.423
C: -1.47 3.18 -0.51  -1.416
H: 2.50 -2.68 -3.13  0.362
C: 0.17 0.83 0.15  -0.012
H: -0.39 0.69 -0.71  0.353
H: -2.29 6.46 0.07  0.304
H: -2.48 1.23 1.62  0.503
H: -1.78 2.42 -1.22  0.443
H: 0.62 -1.03 -1.50  0.775
C: -2.30 4.50 -0.73  -0.977
H: 2.88 -4.10 -1.39  0.277
H: -0.62 -3.85 -2.24  0.253
H: -2.15 4.93 -1.67  0.463
C: 2.12 -0.14 1.38  -0.711
H: -3.35 4.29 -0.79  0.354
H: 4.11 -0.70 1.99  0.350
O: -2.64 2.05 1.16  -0.650
H: -1.21 -4.90 -0.73  0.370
H: 2.01 0.55 2.21  0.391
H: -0.44 3.36 -0.87  0.459
O: 1.65 -2.92 -2.72  -0.586
C: -1.82 5.47 0.33  -0.558
H: -0.70 5.67 0.20  0.266
H: -1.45 3.26 2.95  0.505
H: 2.06 -6.11 -1.23  0.421
C: 1.95 -3.46 -1.39  -0.063
H: -2.02 5.52 2.64  0.368
H: 1.07 -4.42 0.26  0.278
H: 0.55 -6.00 -2.06  0.344
H: 0.41 1.74 2.05  0.018
C: -0.28 1.65 1.14  -1.377
C: 1.26 -0.13 0.30  0.944
C: 3.29 -0.91 1.26  -0.817
C: 1.05 -5.84 -1.07  -1.624
H: -0.18 4.06 1.99  0.420
H: 4.04 -2.76 0.40  0.352
C: 0.89 -4.37 -0.79  0.322
C: 1.33 -1.12 -0.69  -0.946
C: 2.20 -2.25 -0.47  0.453
C: -2.18 4.93 1.74  -0.649
C: -1.24 3.72 2.03  -1.366

The energy above the lowest of the compared OMol25 structures with the same formula, charge and spin is 98.1 kcal/mol. Its structure (SMILES) is C[C@H](CN)[C@@H](O)c1cccc(/C=C/C2(O)CCCCC2)c1. The value obtained for the strongest force on any atom is 0.0807 Eh/bohr. The orbital gap is 9.00 eV. The total energy comes out at -24686.3023 eV. The HOMO energy comes out at -8.50 eV.